[1]
18
Properties=species:S:1:pos:R:3:forces:R:3 method="wB97M-V/def2-TZVPD" largest_force_ev_per_a=2.609 gap_ev=10.6 e_above_lowest_ev=1.111 energy_ev=-8900.58614 e_homo_ev=-9.7906
O -0.174786 1.234001 2.080282 -0.47 0.05 -0.27
C 0.934405 0.778276 1.995472 1.82 -0.20 0.65
N 1.706336 0.664521 0.889234 -1.20 -0.11 -2.31
C 1.197276 1.041644 -0.449576 -1.32 0.58 0.87
C -0.189714 0.500024 -0.834689 -1.07 -0.59 -0.36
C -0.618579 -0.819323 -0.194361 0.86 -1.27 0.48
C -1.820716 -1.559862 -0.821793 0.71 1.24 -0.26
H 1.509215 0.355580 2.837420 -0.28 0.20 0.46
H 2.701644 0.684541 0.843084 0.45 -0.45 1.16
H 1.872031 0.672441 -1.215022 0.49 0.37 0.22
H 1.094696 2.132264 -0.379956 0.37 -0.07 -0.87
H -0.225686 0.352843 -1.922604 0.37 0.01 0.04
H -1.005372 1.214638 -0.680971 0.34 0.17 0.38
H 0.256459 -1.484937 -0.050122 -0.22 0.10 -0.59
H -0.901488 -0.670167 0.843454 -0.19 0.42 0.07
H -2.047093 -2.436015 -0.219642 -0.56 0.27 0.16
H -2.563248 -0.751827 -0.871151 -0.64 -0.79 0.30
H -1.725381 -1.908645 -1.849054 0.52 0.06 -0.12

[2]
18
Properties=species:S:1:pos:R:3:forces:R:3 method="wB97M-V/def2-TZVPD" largest_force_ev_per_a=3.743 gap_ev=9.3 e_above_lowest_ev=3.666 energy_ev=-8898.03095 e_homo_ev=-8.4001
C -0.391884 0.251913 -0.159482 0.12 -0.96 -0.66
C 1.819736 -0.129853 -1.041068 2.66 -0.20 0.14
C 1.341364 -0.273161 1.472980 -0.04 0.70 0.52
C -2.693464 0.699916 -0.256295 -0.74 1.41 -0.87
C 0.886598 -0.515023 0.043717 -2.40 -2.20 0.41
N -1.617826 -0.237045 -0.240284 3.54 0.63 1.03
O -1.879294 -1.454036 -0.090525 -0.57 -0.78 -0.05
H -0.111194 1.230327 -0.500686 -1.08 0.87 0.21
H 2.312608 0.866381 -0.838707 -0.76 -0.68 -0.59
H 1.232862 -0.188811 -1.980318 1.01 0.18 0.23
H 2.702542 -0.881746 -0.979654 -1.39 1.18 -0.69
H 1.483945 0.829075 1.527914 -0.08 -0.52 0.45
H 0.623616 -0.605700 2.286543 0.77 0.35 -1.20
H 2.321151 -0.711823 1.644945 0.08 -0.19 0.14
H -3.279865 0.466091 0.654655 -0.09 0.22 -0.87
H -3.227236 0.524092 -1.255954 0.28 0.61 1.72
H -2.207102 1.728647 -0.129477 -1.18 -1.32 -0.53
H 0.683451 -1.599249 -0.158304 -0.12 0.72 0.60

[3]
18
Properties=species:S:1:pos:R:3:forces:R:3 method="wB97M-V/def2-TZVPD" largest_force_ev_per_a=4.420 gap_ev=8.7 e_above_lowest_ev=3.365 energy_ev=-8898.33184 e_homo_ev=-7.9598
C -1.507729 -0.568956 -0.078841 1.59 -2.46 -0.06
C -0.308355 -1.252548 0.000082 -2.56 -0.49 -0.22
C -1.922524 0.162210 -1.306764 0.06 0.35 -0.04
C 2.048488 0.594500 1.234056 -0.24 -0.63 0.14
C 1.121639 0.654480 0.043624 0.95 4.02 -1.57
O -2.434405 -0.609124 0.921215 0.37 0.60 0.01
N 1.564300 0.796294 -1.186303 -1.10 0.54 1.80
H -2.133203 -1.220004 1.612281 -0.03 0.19 -0.28
H 0.156323 1.202597 0.290479 0.86 -1.51 -0.56
H 2.576515 0.952885 -1.197344 -0.02 -1.16 0.02
H -0.092311 -1.842160 0.886332 -0.04 0.04 0.08
H 0.155418 -1.606923 -0.919047 0.22 0.74 0.28
H -1.039003 0.584555 -1.805736 -0.19 -0.13 0.18
H -2.618807 0.968650 -1.062106 0.02 -0.12 -0.05
H -2.403750 -0.522643 -2.012667 -0.06 0.09 0.15
H 2.939717 1.202342 1.065490 -0.07 -0.04 -0.05
H 2.362545 -0.441577 1.382164 0.10 0.09 0.20
H 1.535142 0.945423 2.133085 0.15 -0.11 -0.02

[4]
18
Properties=species:S:1:pos:R:3:forces:R:3 method="wB97M-V/def2-TZVPD" largest_force_ev_per_a=4.103 gap_ev=8.3 e_above_lowest_ev=3.744 energy_ev=-8897.95337 e_homo_ev=-7.5293
C 2.459503 1.863331 0.312395 0.32 -2.14 -2.32
N 1.231089 2.493403 0.290366 -1.38 3.80 -0.71
C 0.090190 1.772224 -0.019102 -0.64 -0.87 3.68
C -0.193565 0.703120 0.765084 -0.78 -2.47 -1.08
C -1.576018 0.141663 0.893486 -0.24 1.51 -0.92
C -1.931205 -1.063644 1.309458 1.66 -1.79 0.03
H 3.152427 2.498043 0.729125 1.76 1.06 1.46
H 2.364004 0.872752 0.800372 0.76 0.45 -0.07
H 2.828525 1.736756 -0.761025 -0.23 -0.39 1.14
H 1.099137 3.443308 0.754601 0.26 -2.17 -1.17
H -0.748548 2.179368 -0.520855 -0.49 1.06 -0.56
H 0.603339 -0.019543 1.081628 -0.63 1.17 0.44
H -2.393642 0.863376 0.632942 0.74 -0.65 0.02
H -2.929811 -1.489450 1.230969 0.10 0.47 0.36
H -1.105506 -1.803614 1.578725 -1.21 0.97 -0.29
H -1.335922 -4.869985 -2.622213 1.59 0.19 0.67
H -0.342681 -4.332635 -3.536147 0.71 0.24 -0.18
O -0.362797 -4.629045 -2.621077 -2.30 -0.43 -0.49